[1]
# C19H30CuN2O5S

C19H30CuN2O5S as an isolated structure (the ωB97M-V functional and the def2-TZVPD basis, the OMol25 dataset).

## Properties
<S²> ... 0.753
ΔE to the lowest compared entry with this formula, charge and spin ... 0.0 kcal/mol
HOMO level (alpha / beta) ... -14.717 / -14.717 eV
Gap between HOMO and LUMO (alpha / beta) ... 9.26 / 6.49 eV

Structure (ORCA input):
```
! RIJCOSX wB97M-V def2-TZVPD def2/J DEFGRID3
* xyz 2 2
C -2.7279 -0.0426 2.4856
H 0.0816 2.4941 4.1509
H -3.6480 0.1149 3.0468
H 3.4405 -0.7291 3.3227
N 0.9556 1.0285 -2.1314
H 1.6701 2.8763 -1.4742
H -0.4332 -1.3937 -7.0775
Cu 0.0434 0.3864 2.1364
H 0.9983 -3.1055 -6.0240
C 1.6481 2.3008 -2.3961
C 0.9417 3.0687 -3.5042
S 0.3009 1.7078 0.3405
C 1.3339 -2.1386 1.7702
H -2.9291 0.1349 1.4298
C -1.0958 -0.5599 -5.2178
N -0.2707 -0.5529 -0.9603
C 1.9081 0.5167 4.1959
H -2.3627 2.1235 4.4700
H 0.8619 0.4161 -2.9358
O -0.0193 -2.7733 -1.1853
H -2.0554 0.4103 4.8508
H 1.5578 3.9377 -3.7396
C 2.3640 -0.7355 3.4867
H 1.1270 -3.2572 -3.5518
C -1.7085 1.2736 4.2821
C -0.3648 -1.4480 -5.9990
H 2.1142 -2.8366 2.0707
C 0.5215 -2.4976 -4.0286
O -1.7502 0.9600 2.8625
C 0.4412 -2.4133 -5.4078
H -2.8695 -2.1872 2.3288
C 0.3550 0.6516 -1.0335
C -0.1315 -1.7318 -1.7792
H 1.2895 -2.1113 0.6843
C -0.0116 -2.5411 2.3410
H -0.6160 -0.8066 -0.0431
H 2.2472 1.4226 3.6844
H 2.2657 0.5281 5.2260
H -0.4513 4.1453 -2.2354
C -1.0055 -0.6232 -3.8380
C -0.2746 1.5832 4.6413
H 2.0881 -1.6140 4.0709
O -0.9342 -1.4949 1.9829
H 2.6746 2.0584 -2.6709
H -0.1598 1.6854 5.7208
H 0.0151 -2.6299 3.4309
C -0.4657 3.5045 -3.1192
O 1.6963 -0.7964 2.1960
H -1.7432 0.1696 -5.6855
H -1.5905 0.0514 -3.2229
C -2.1735 -1.4367 2.7064
C -0.1878 -1.5891 -3.2436
O 0.4704 0.4485 4.1600
H -1.1104 2.6483 -2.9032
H -1.9791 -1.6347 3.7643
H 0.9226 2.4576 -4.4118
H -0.9328 4.0651 -3.9269
H -0.3319 -3.4887 1.9066
*
```


[2]
# C19H30F3IN3O3

An isolated ion of composition C19H30F3IN3O3 and charge +1 (the ωB97M-V functional and the def2-TZVPD basis, the OMol25 dataset).

## Properties
Structure (SMILES) ... CC(=O)NCCCCc1c(OC[C@@H](C)C(C)C)n[n+](O)c(CCC(F)(F)F)c1I
ΔE to the lowest compared entry with this formula, charge and spin ... 0.0 kcal/mol
HOMO level ... -11.634 eV
Gap between HOMO and LUMO ... 7.12 eV

Structure (ORCA input):
```
! RIJCOSX wB97M-V def2-TZVPD def2/J DEFGRID3
* xyz 1 1
C -1.9589 1.9893 -0.4790
H -2.0578 -3.7095 3.4921
N 0.0819 -1.7793 2.3976
H 3.6321 1.6180 -1.7932
C -2.5063 0.7729 0.2991
H 3.5907 -2.6603 -2.4592
H -3.0523 2.6534 -2.2253
H -0.8900 2.1272 -0.2960
H 2.9148 -0.8379 1.1501
C -1.5755 -0.0836 1.1065
H 0.8211 -3.4689 2.8562
H -2.6207 0.9630 -2.2766
C 3.0456 -0.2904 -0.9639
O 0.0565 -0.2101 -0.6386
C 2.7598 0.9608 -1.7945
H 0.4411 -0.8806 -2.5088
C -0.3463 -0.5840 0.5578
H -3.0260 0.0932 -0.3902
H -1.0472 3.2908 -4.7425
H -0.2163 2.6191 -2.3074
C 3.0617 0.0543 0.5343
C -1.8717 -0.5309 2.3867
C 0.6627 -1.2283 -1.4972
C -1.8351 -3.3280 4.4913
H 2.2875 0.7826 0.7936
I -3.6675 -0.0435 3.3126
C 0.3251 5.1097 -3.2436
F -1.4346 -5.6125 4.8580
H 2.7695 -1.4153 -3.4003
N 0.4393 -1.4153 1.2003
O 1.0282 -2.5341 3.0278
H 4.0633 -0.6128 -1.2163
H 0.9768 4.2535 -3.0644
F 0.2756 -4.3024 5.0439
C -1.0578 -4.3907 5.2477
F -1.2598 -4.2915 6.5663
H -1.8094 -1.2278 5.0056
H -0.7704 1.4887 -3.5256
H 2.4914 0.7363 -2.8292
N -1.4701 3.4236 -3.8302
H 1.9408 1.5238 -1.3466
C -1.1757 -1.9288 4.4662
C 2.1582 -1.5001 -1.3132
H -2.7967 -3.2515 5.0033
H 1.9197 -2.9088 -2.9821
C -1.0795 2.3426 -2.9181
H -3.2773 1.1261 0.9842
O -2.0002 5.5221 -3.0925
C -1.1373 4.7445 -3.3571
H -2.4623 2.8633 -0.0597
H 0.6276 5.5696 -4.1892
C -0.9927 -1.3986 3.0766
H 0.1047 -2.1545 -1.3331
H -0.2076 -1.9368 4.9701
H 4.0237 0.4847 0.8175
C -2.2477 1.9519 -1.9953
C 2.6306 -2.1644 -2.6150
H 0.4537 5.8493 -2.4531
H 2.2669 -2.2328 -0.5083
*
```


[3]
# C19H30N2O5S

C19H30N2O5S as an isolated structure in a non-equilibrium geometry (the ωB97M-V functional and the def2-TZVPD basis, the OMol25 dataset).

## Properties
ΔE to the lowest compared entry with this formula, charge and spin ... 455.4 kcal/mol
HOMO level ... -8.691 eV
Gap between HOMO and LUMO ... 9.03 eV

Structure (ORCA input):
```
! RIJCOSX wB97M-V def2-TZVPD def2/J DEFGRID3
* xyz 0 1
O 1.7581 -3.3089 -3.1906
C 2.4832 3.5595 1.0182
H -0.1538 4.0493 3.9997
H 3.8424 -3.9012 -3.0434
H 3.0162 3.4669 0.0647
H -0.8320 -1.2013 1.9917
O -2.1568 5.3275 2.7757
H 3.4210 -4.0589 0.3251
H -2.2385 2.7926 2.7981
H -2.7735 0.3965 2.3455
H -2.6001 3.8368 0.2850
C 0.2906 4.3232 1.9613
H -3.8177 2.4831 1.9926
C -2.7877 0.6749 0.1782
C 2.6957 3.2380 2.3546
O -0.4902 -3.0214 0.3727
H -0.3949 1.4954 0.8390
C -0.5150 -0.3328 1.1269
H 0.4435 -1.0749 -2.8918
C -0.0552 -4.0417 -1.9956
H -2.2621 1.4182 -0.6495
S -1.1987 4.9929 1.5780
H 2.5359 -2.7241 -0.9910
H 0.7123 -0.5400 1.0532
C -2.1372 1.2263 1.5411
H -0.2833 -4.6197 -0.9819
N -2.1365 3.6665 0.9275
H 0.5599 4.3527 -0.1498
H 1.5215 -3.5606 0.1828
H -3.9560 0.8253 -0.0401
C -0.7056 -2.3784 -0.6125
H -2.8645 -1.1712 0.5769
C 1.9226 3.4921 3.2702
H -1.3287 -1.3577 -2.9116
H 3.2981 -2.9958 -4.2267
H -0.3679 -0.0838 -0.8768
C -1.0293 -0.8554 -0.1846
C -0.7130 0.9449 1.5474
C 2.4871 -3.7241 -0.3385
H -0.4925 1.2178 2.5061
C 0.5273 4.0224 3.1183
O -1.2780 5.8049 0.5700
H -2.7801 -0.8637 -1.1206
C 1.3891 -4.3811 -2.3815
H 3.6927 2.6757 2.7403
H -0.3500 -2.3419 -3.8159
C 3.0856 -3.7864 -3.7480
H 3.0241 -4.6346 -4.5769
C -0.4598 -1.7360 -2.9594
H 2.1599 3.1844 4.4021
O 2.3809 -4.5999 -1.4149
C -2.4416 -0.6088 -0.3486
H 1.3845 -5.3475 -2.7627
C 1.1740 4.0767 0.8035
N -0.5318 -2.7854 -1.7653
C -2.8418 2.7045 1.5802
H -0.8326 -4.2120 -2.8483
*
```


[4]
# C19H30N3O2

An isolated ion of composition C19H30N3O2 and charge +1 in a non-equilibrium geometry (the ωB97M-V functional and the def2-TZVPD basis, the OMol25 dataset).

## Properties
Structure (SMILES) ... O=C(C[NH2+]C[C@H]1CCCO1)Nc1ccccc1N1CCCCCC1
ΔE to the lowest compared entry with this formula, charge and spin ... 12.5 kcal/mol
HOMO level ... -10.996 eV
Gap between HOMO and LUMO ... 8.43 eV

Structure (ORCA input):
```
! RIJCOSX wB97M-V def2-TZVPD def2/J DEFGRID3
* xyz 1 1
H 1.6153 -0.0126 3.0439
H 5.2299 -1.0873 -0.4007
H -2.9626 1.5312 -0.3643
H 3.4017 -2.4993 0.4239
H 3.0852 2.0905 2.5128
C 0.4296 -4.0145 2.3858
C 3.5913 -1.5276 0.8847
C 4.2693 -0.6327 -0.1538
H -5.5373 -0.2089 -2.3553
N 2.3182 -0.9733 1.3221
H 2.4997 -3.4828 2.4123
H -1.9947 0.8820 -3.4848
H -4.4323 2.4243 -3.1407
C 4.5015 0.8067 0.3021
N -0.1206 -0.2875 0.6127
C -0.8599 -3.6169 2.0763
C 3.2000 1.6021 0.4241
C -3.7157 1.8676 -2.5245
H -3.2657 3.8209 -1.7170
C 1.2953 -1.9146 1.5935
H -3.6170 -1.3793 -3.2371
H 5.1400 1.2918 -0.4382
H 5.0362 0.8200 1.2522
C -0.0155 -1.5366 1.2577
C -1.0885 -2.3769 1.5050
H -3.5147 0.7102 -4.3492
H -0.5889 1.4488 -1.5180
H -0.2077 2.3337 -0.0264
H 3.4035 2.6596 0.2431
H 3.3665 -0.1463 2.9359
C -1.2043 0.3886 0.2752
O -4.3904 1.2464 -1.4434
H 3.6661 -0.6232 -1.0649
C -3.3980 -0.5412 -2.5828
H 0.8169 0.0651 0.4101
H -4.7267 -0.6569 -0.8271
H -2.3703 3.0432 0.1399
C -3.0658 0.7388 -3.3584
H -2.5838 -0.8258 -1.9170
O -2.3753 0.1073 0.4905
C 2.5298 1.4855 1.7950
H 1.5231 1.9111 1.7364
H 4.2744 -1.6765 1.7335
C -4.6180 -0.1191 -1.7672
C 2.4598 0.0543 2.3520
H -2.0881 -2.0650 1.2515
C -2.7338 2.8867 -1.8964
H 2.5177 1.2664 -0.3632
C 1.5013 -3.1702 2.1488
H -1.6918 -4.2736 2.2741
N -2.2600 2.3554 -0.6043
C -0.9488 1.7045 -0.5201
H -1.8999 3.0890 -2.5682
H 0.6039 -4.9830 2.8277
*
```


[5]
# C19H30N3O6

A 3-piece molecular cluster, C19H30N3O6 overall in a non-equilibrium geometry (the ωB97M-V functional and the def2-TZVPD basis, the OMol25 dataset).

## Properties
ΔE to the lowest compared entry with this formula, charge and spin ... 0.0 kcal/mol
HOMO level ... -11.953 eV
Gap between HOMO and LUMO ... 7.41 eV

Structure (ORCA input):
```
! RIJCOSX wB97M-V def2-TZVPD def2/J DEFGRID3
* xyz 1 1
O -0.9780 -8.6917 -4.7651
N 0.2542 6.5955 0.3695
H 1.1616 5.1561 2.8701
C -0.5973 2.3137 3.3985
H 1.2200 6.8630 0.4965
N -0.5424 7.0029 2.5233
C 0.2410 -1.1596 -1.0004
H 0.2425 -3.7308 -1.3096
C -2.5951 -6.5952 -5.2083
H 0.5209 -9.2494 -2.5269
C 1.2072 8.9018 2.5353
H 2.1339 2.2907 -0.2544
O -0.3246 0.0227 -0.7287
O -1.4301 -6.5103 -4.3727
H -0.1813 1.7101 0.3759
H -3.9627 -6.8501 -3.5652
H -4.6255 -7.3011 -5.1497
C 0.4260 1.5183 3.8873
H 2.6373 0.1346 4.3126
H 3.7735 1.4589 4.0617
O -0.6215 -1.8732 -1.7150
H -0.9464 -3.6684 -2.6203
H -0.1093 6.5037 -0.5691
H 1.9448 -8.1911 -2.5530
H 0.2100 0.5026 4.1928
H 1.4430 -9.0216 -4.0380
C 1.5780 1.5498 -0.8316
C -3.7343 -7.3207 -4.5227
C -0.1198 -3.1442 -2.1503
C -0.5340 6.2648 1.3716
H -3.4760 -8.3598 -4.3256
C -0.3836 3.6399 3.0132
C 0.4900 0.9281 0.0209
C 1.9593 3.3470 3.6112
H -2.3368 -7.0600 -6.1597
H 2.9353 1.2989 5.6302
O 1.3373 -1.5093 -0.6500
C -1.5835 4.4265 2.5274
C 0.3640 8.0546 2.5827
H -1.9800 5.0814 3.3146
C 1.7189 2.0326 3.9974
H 2.9623 3.7465 3.6824
H -2.8829 -5.5647 -5.4091
H 1.7884 9.7901 2.4274
H 2.2778 0.7952 -1.1861
H 1.1431 2.0315 -1.7092
O 0.2956 -7.3924 -3.4254
H -2.3778 3.7063 2.3390
C 0.9122 4.1312 3.1363
H -0.4046 6.4371 3.3649
H -1.5986 1.9047 3.3144
C 1.0921 -8.5427 -3.1267
C -0.7301 -7.6381 -4.2433
H -2.2759 5.4953 0.9563
H 0.6738 -3.0016 -2.8815
H 0.9042 0.4260 0.8960
C 2.8419 1.1777 4.5519
N -1.3580 5.1361 1.2365
*
```


[6]
# C19H30N5OS2

A 2-piece molecular cluster, C19H30N5OS2 overall (the ωB97M-V functional and the def2-TZVPD basis, the OMol25 dataset).

## Properties
HOMO level ... -11.494 eV
Gap between HOMO and LUMO ... 6.88 eV

Structure (ORCA input):
```
! RIJCOSX wB97M-V def2-TZVPD def2/J DEFGRID3
* xyz 1 1
C -3.3483 -1.1707 -2.4155
H 1.6107 -3.3684 1.1339
C 0.3016 3.9649 0.1974
H -3.0588 -1.5302 0.7749
N 1.4581 -1.3754 -2.8124
H -1.6471 3.3118 -0.4988
C -3.8656 -1.6908 0.0599
H 3.3796 -1.2046 -2.3602
H 1.0086 1.2891 -0.0170
N -0.2417 -2.9306 2.0169
H -0.5993 -1.4112 3.4208
N 0.6700 4.3892 1.4494
H 2.5724 0.7276 1.4225
H 4.2994 -0.4346 -0.3063
H -1.5100 -2.9084 3.6736
S 2.4294 6.3060 1.9808
H -0.9524 0.3568 -1.2897
H -1.9805 -4.0065 1.8427
H 0.7686 -1.9610 0.4729
H -0.4295 4.6476 3.2687
C -0.9012 -1.4904 -3.2446
C -1.0690 -3.7151 1.2982
H -3.7046 -2.6881 -0.3485
H 2.6320 2.9327 0.0040
H 1.5413 -1.8620 2.0771
C -0.4429 4.3471 2.2365
C -3.8128 -0.6312 -1.0567
H -3.1840 -0.3010 -3.0571
H 0.9477 3.9325 -0.6597
H -4.8020 -0.1913 -1.1737
C 0.0603 0.0270 -1.4794
H 4.3271 3.0065 0.4042
N 2.4650 -0.8555 -2.0984
H -0.5654 -2.2538 -3.9378
H 4.3139 0.9095 1.5294
S 3.0288 3.4148 2.3578
O -0.8526 -4.0604 0.1511
C 0.9937 -2.5066 1.3917
H 0.2157 -2.8520 4.0639
C 1.9778 4.7853 1.8607
C 3.3622 2.6382 0.7533
N -1.4731 3.9039 1.5692
C 3.4454 1.1223 0.9079
C 0.2632 -0.9437 -2.4882
C -2.0511 -1.9992 -2.3429
C 3.6750 0.4459 -0.4509
H -1.6960 -2.1167 -1.3204
C -0.5491 -2.5007 3.3696
H -3.1576 0.1962 -0.7722
H -1.2661 -0.6470 -3.8386
H 4.1695 1.1482 -1.1243
H -4.1487 -1.7326 -2.8924
H -4.8157 -1.6944 0.5835
C 2.3914 0.0286 -1.1239
H -2.2794 -3.0041 -2.6893
C -1.0297 3.6704 0.3074
C 1.1256 0.5364 -0.7807
*
```


[7]
# C19H31AsCl2N2NiO2Si3

C19H31AsCl2N2NiO2Si3 as an isolated structure in a non-equilibrium geometry (the ωB97M-V functional and the def2-TZVPD basis, the OMol25 dataset).

## Properties
HOMO level ... -7.533 eV
Gap between HOMO and LUMO ... 7.10 eV

Structure (ORCA input):
```
! RIJCOSX wB97M-V def2-TZVPD def2/J DEFGRID3
* xyz 0 1
C -0.9305 3.7651 2.4190
H 0.1366 -5.7356 -1.7390
C -0.2879 -3.9605 -0.6203
H -1.8990 3.9251 -0.5684
H 2.3924 3.0343 0.3442
C 2.0494 2.7987 -2.3684
O 2.5707 3.7094 -2.9169
H -4.1761 -1.4298 0.6076
Ni 1.0222 0.1217 -1.5230
C 1.9165 -1.7647 -3.3885
C -0.0920 -2.5763 -0.5491
H 1.9414 4.6022 1.0195
H -2.6678 -1.8410 1.4171
H 0.5712 0.2446 4.8927
C -3.5052 1.4616 1.4816
H -2.8131 -2.0252 -0.3373
H -0.8754 -4.4538 0.1419
C -3.0891 -1.3979 0.5115
C 0.3035 0.7929 3.9879
Cl 3.4178 -1.5440 -5.6129
Si -0.0362 3.1058 0.8831
Si -2.5319 0.3959 0.2610
O 1.9982 -0.5068 -3.1767
H -4.5481 1.1431 1.5243
H 0.8114 1.7577 4.0193
C 2.5037 -2.4466 -4.4634
H -0.7317 -2.1816 2.6881
C 2.3695 -3.8262 -4.6266
H -0.7673 4.8448 2.4571
As -0.1879 0.7575 0.4893
H 2.8293 -0.5085 1.0870
C 1.7876 3.5249 1.1075
H 0.6487 -2.2755 3.7766
N 0.6115 -1.9150 -1.4431
H 2.9581 0.9740 2.0242
H -0.4611 3.5329 -1.5315
H -2.0064 3.5954 2.3899
C -0.8080 3.9782 -0.5986
C -2.8397 0.8888 -1.5334
H -3.8511 0.6564 -1.8704
C 2.6348 -0.0676 2.0681
C 0.3429 -1.9993 2.7657
C 1.0285 -3.9873 -2.6297
H 2.8462 -4.2954 -5.4765
H 2.1486 3.2184 2.0922
C 1.1724 -2.5876 -2.4758
C 1.6526 -4.5896 -3.7394
H 0.8546 -2.6666 2.0707
H -3.4883 2.5122 1.1886
Cl 1.5201 -6.3024 -3.9938
H 3.2533 -0.5862 2.8022
H -0.5283 5.0336 -0.6036
N 1.4992 1.9315 -1.7643
H -0.7732 0.9746 4.0097
H -2.1354 0.3563 -2.1778
H -0.5489 3.3413 3.3474
H -0.5182 -1.9953 0.2546
H -3.0869 1.3824 2.4873
C 0.2690 -4.6656 -1.6552
H -2.6679 1.9566 -1.6795
Si 0.7908 -0.1860 2.4459
*
```


[8]
# C19H31BClFN5O7

An isolated ion of composition C19H31BClFN5O7 and charge +1 (the ωB97M-V functional and the def2-TZVPD basis, the OMol25 dataset).

## Properties
Structure (SMILES) ... CCOCCCCCn1c(CC(=O)F)nc(N(CC(=O)Cl)N(C(C)=O)C(C)=O)[n+]1B(O)OCC
HOMO level ... -11.925 eV
Gap between HOMO and LUMO ... 8.77 eV

Structure (ORCA input):
```
! RIJCOSX wB97M-V def2-TZVPD def2/J DEFGRID3
* xyz 1 1
C 0.4874 2.8606 3.6154
N 0.3456 0.0113 -0.0062
O -1.2335 5.8857 0.9899
N -1.3935 1.3482 -0.0522
H 0.6676 -1.8132 1.7161
O -2.6679 4.7634 3.1524
H -0.3923 -5.9571 -4.5514
H 3.4564 2.2785 -0.8036
Cl 1.9915 3.1769 4.4360
O -0.3231 2.1116 4.0362
N 0.6512 1.1049 0.7911
N -1.8676 3.6684 1.2765
H -0.9549 -5.0308 -1.2339
C 0.1078 -5.2665 -1.4016
H 1.7012 -0.1152 2.8761
H 0.3352 -6.2129 -0.8965
H 4.1381 4.2575 0.8783
H -1.3855 -7.6866 -2.2349
C -3.2863 2.4602 2.8887
C 2.8477 2.8929 -0.1386
H -3.6484 2.5048 3.9126
C -0.8743 -0.8182 -2.8084
C 0.9922 -4.1490 -0.8507
C 0.3556 3.6323 2.3106
H 0.9601 -1.5222 -1.1995
O 2.8394 2.2187 1.1469
H -2.5844 1.6291 2.7946
H 4.0397 4.5464 -0.8565
H 2.7077 5.0428 0.2085
C 1.2516 -1.1119 -0.2307
C 0.3894 -3.4513 0.3647
H -2.7244 3.9613 -1.1420
H 1.9764 -4.5500 -0.5911
B 2.0280 1.2026 1.4543
O -0.9692 -1.7216 -3.5552
N -0.6278 3.0281 1.4261
F -0.1132 0.2862 -3.0801
C -1.6675 4.8993 0.4883
O 0.3557 -5.3754 -2.7852
H -1.0831 4.5557 -1.5304
H -2.5471 -0.2411 -1.6323
H -1.7059 -1.6803 -1.0551
H -2.3881 5.7104 -1.3171
O 2.4047 0.2347 2.3187
C -0.7821 -7.5333 -3.1327
C -2.6072 3.7480 2.5403
H 0.3608 -4.1571 1.2013
H 1.1467 -3.4578 -1.6859
C -0.4611 1.8813 0.7413
C 3.4594 4.2746 0.0234
H 1.3343 3.7574 1.8489
H 1.8277 2.9449 -0.5291
C -0.8653 0.2251 -0.4997
H -1.2343 -8.0991 -3.9465
H 2.2630 -0.7243 -0.3723
C 1.1685 -2.2202 0.8334
H -0.6576 -3.1835 0.1739
H -1.6147 -5.5355 -3.3520
H -4.0953 2.2796 2.1788
C -0.6590 -6.0594 -3.4983
C -1.5601 -0.6785 -1.4605
H -0.0076 4.6389 2.5482
H 2.1742 -2.4911 1.1607
C -2.0000 4.7520 -0.9677
H 0.2170 -7.9308 -2.9344
*
```


no.,M (g mol⁻¹)
1,462.071
2,532.365
3,398.525
4,332.468
5,396.464
6,408.617
7,608.248
8,506.748